Here is 8 unconnected molecules or ions with the total composition C36H54N8O13 at a distorted geometry from OMol25. Energies are from ωB97M-V with the def2-TZVPD basis set.

```
! RIJCOSX wB97M-V def2-TZVPD def2/J DEFGRID3
* xyz 0 1
C -4.30607 2.11428 -5.22818
C -3.08207 2.08228 -4.30518
C -1.91307 2.28528 -5.08118
C -0.73207 2.58428 -4.23318
C -0.90607 3.95628 -3.60718
C -2.17107 3.84828 -2.67118
N -3.23607 3.20828 -3.34318
O -4.40107 3.49628 -2.85318
C -2.59507 5.30928 -2.61218
C -1.91207 3.47828 -1.20918
C -3.12107 0.78928 -3.44218
H -4.36407 2.95028 -5.97918
H -5.22007 1.82628 -4.66418
H -4.52807 1.32228 -5.88918
H -2.08907 2.98928 -5.85518
H -1.64607 1.41428 -5.75118
H 0.21693 2.40228 -4.52918
H -0.71907 2.00928 -3.28118
H -0.89107 4.56628 -4.49818
H -0.03707 4.07528 -2.90218
H -3.05007 5.66228 -3.53918
H -1.89407 5.95428 -2.53618
H -3.32807 5.42328 -1.92718
H -1.88507 2.48428 -1.01918
H -2.73307 3.90028 -0.52118
H -0.85607 4.00528 -1.02318
H -2.31407 0.77428 -2.65018
H -2.87707 -0.26172 -3.90218
H -3.87907 0.91928 -2.78218
N 0.24093 0.72628 0.20582
O 0.92793 -0.11872 0.85182
O -0.47307 1.56328 0.84682
O 0.19893 0.77328 -1.00818
C 1.46293 -0.60772 6.06482
C 1.48393 -0.25672 4.59682
C 1.17293 1.11128 4.18982
C 1.02493 2.22128 5.27282
C 1.16693 1.77428 6.71182
C 1.33893 0.35528 7.08582
N 0.84193 3.60828 5.00382
O 0.59193 4.44028 5.93282
O 0.81693 3.85328 3.79482
H 1.45393 -1.73672 6.33282
H 1.38993 -0.90072 3.86182
H 0.99893 1.43028 3.11882
H 0.86793 2.56828 7.53182
H 1.32693 0.06728 8.16382
C 1.98793 -3.48872 0.34982
C 3.27993 -4.19772 0.12782
C 3.44693 -5.38372 -0.85518
C 2.08893 -5.83972 -1.55318
C 0.84093 -5.15972 -1.24818
C 0.84193 -3.90772 -0.30918
N 2.17093 -7.01772 -2.44718
O 3.31693 -7.49372 -2.63418
O 1.09693 -7.44872 -2.72618
H 1.77993 -2.74972 1.00782
H 4.25793 -3.70472 0.49382
H 4.34393 -5.84972 -1.08118
H 0.10393 -5.48872 -1.77518
H -0.17307 -3.31172 -0.23118
C 4.62193 -0.79772 -1.60818
C 3.20693 -0.41372 -1.71418
C 2.30493 -1.28172 -2.58818
C 2.87393 -2.49372 -3.32918
C 4.40393 -2.77672 -3.12718
C 5.20893 -1.99772 -2.23518
N 2.07693 -3.32072 -4.17918
O 2.63493 -4.24572 -4.80318
O 0.90793 -3.05472 -4.40518
H 4.94193 -0.16172 -0.88018
H 2.51293 0.41428 -1.32618
H 1.36293 -0.99772 -2.75718
H 4.89693 -3.59972 -3.69718
H 6.07693 -2.39472 -2.08818
C 5.66893 0.75628 2.98782
O 6.83993 1.22328 3.12382
N 5.34293 -0.24872 2.21982
C 4.04293 -0.81572 2.06482
C 6.45793 -0.89872 1.51582
H 4.93593 1.20628 3.58082
H 4.00093 -1.68472 2.76782
H 3.82193 -1.37872 1.00082
H 3.33693 0.11528 2.37982
H 6.03093 -1.78672 0.93882
H 7.12893 -1.32772 2.27882
H 6.80293 -0.14272 0.93382
C -4.02207 1.00428 0.94982
O -4.56007 0.75328 -0.19118
N -4.44707 1.92028 1.79682
C -3.72407 2.42828 2.89082
C -5.75007 2.69728 1.39182
H -3.08707 0.31228 1.29682
H -3.80907 1.72128 3.76782
H -3.71607 3.44628 3.20882
H -2.71107 2.21228 2.93182
H -6.75907 2.16828 1.44082
H -5.54607 2.91428 0.47582
H -5.83007 3.59528 2.11282
C -2.20007 -2.36572 0.90882
O -2.44607 -3.29272 0.01982
N -2.83907 -2.35472 2.08582
C -2.25707 -1.44972 3.13182
C -3.87307 -3.27272 2.35582
H -1.53107 -1.57572 0.73382
H -1.25507 -0.92472 3.04682
H -2.30407 -2.04472 4.24082
H -2.93807 -0.64572 3.25482
H -3.55907 -4.11872 2.05682
H -4.92907 -3.12372 1.87982
H -4.09707 -3.29872 3.31682
*
```

Results
LUMO in eV: -4.275
E_HOMO in eV: -8.64
Orbital gap in eV: 4.4
ΔE to the lowest compared entry with this formula, charge and spin in kJ/mol: 0.0

These are the Löwdin partial charges, in e, on atoms 1 to 5: C -0.0174; C -0.4659; C -0.1663; C -0.1680; C -0.0893